(1)
# C2H2FN3O6

C2H2FN3O6 in the gas phase at a distorted geometry (ωB97M-V with the def2-TZVPD basis set, the OMol25 dataset).

Summary:
* HOMO level: -10.94 eV
* LUMO energy: -1.48 eV
* Kohn-Sham gap: 9.456 eV
* energy above the lowest of the compared OMol25 structures with the same formula, charge and spin: 2.7 kcal/mol
* net charge: 0

Last column: Mulliken charge in e.
Atoms and positions in Å:
C (0.63482, 1.98153, -0.73840)  0.0253
C (-0.21866, -0.83968, 0.32893)  0.0832
N (-0.33852, -1.31808, -1.09820)  1.1099
N (0.60530, 0.13594, 0.69557)  0.6589
N (-0.93882, -1.47202, 1.44660)  0.9768
O (-1.36995, -1.80777, -1.33322)  -0.5775
O (0.87185, 0.61216, 1.77636)  -0.5827
O (-1.08526, -2.65682, 1.25015)  -0.5428
O (0.56231, -1.21496, -1.80142)  -0.5375
O (1.29150, 0.70455, -0.47853)  -0.3444
O (-1.27320, -0.78727, 2.36446)  -0.5200
F (-0.64647, 1.77280, -0.57556)  -0.2482
H (0.99433, 2.13476, -1.83239)  0.2382
H (0.91077, 2.75486, -0.00435)  0.2607

Atoms 1-2, force components in eV/Å:
2.96 -0.42 -1.00
1.31 1.64 1.08

(2)
# C4N2S2Se4Zn

A molecular structure, C4N2S2Se4Zn at a distorted geometry (ωB97M-V with the def2-TZVPD basis set, the OMol25 dataset).

Summary:
* HOMO level: -0.84 eV
* LUMO energy: 4.60 eV
* Kohn-Sham gap: 5.440 eV
* net charge: -2

Last column: Mulliken charge in e.
Atoms and positions in Å:
Zn (-0.37180, 1.09999, 0.19924)  0.4432
Se (1.70175, 2.78334, 0.55249)  -0.5181
Se (0.23771, 4.56406, 1.11093)  -0.2009
Se (-1.26454, 4.89448, -0.77980)  -0.2302
Se (-2.43253, 3.26280, 0.03673)  -0.5832
S (-0.04619, -0.55931, 1.75851)  -0.2838
C (-0.14459, -1.80066, 0.48038)  0.2369
C (0.37479, -2.97321, 1.45169)  0.0177
N (0.15115, -4.07937, 1.72825)  -0.5109
C (0.05505, -1.42974, -1.05528)  0.3605
S (0.03603, 0.16835, -1.74329)  -0.3553
C (0.69333, -2.43245, -1.61555)  0.2475
N (1.00983, -3.49828, -2.12429)  -0.6233

Atoms 1-2, force components in eV/Å:
0.20 2.35 0.99
-1.14 0.23 -0.01

(3)
# C13H24BaClNO3

A molecular structure, C13H24BaClNO3 (ωB97M-V with the def2-TZVPD basis set, the OMol25 dataset).

Summary:
* HOMO level: -6.36 eV
* LUMO energy: -0.43 eV
* Kohn-Sham gap: 5.921 eV
* energy above the lowest of the compared OMol25 structures with the same formula, charge and spin: 14.3 kcal/mol
* net charge: 0

Last column: Mulliken charge in e.
Atoms and positions in Å:
Ba (0.24013, 0.23297, -1.21355)  1.7271
C (2.98316, 0.06825, 1.05551)  -0.7779
O (2.43866, 1.09583, 0.21181)  -0.1859
C (2.12571, 2.28142, 0.95376)  -0.2369
C (1.54217, 3.28863, -0.00399)  -0.8516
O (0.27584, 2.89978, -0.53535)  -0.2396
C (-0.87653, 3.31600, 0.19706)  -0.2275
C (-2.07666, 2.94636, -0.65457)  -0.8272
O (-2.26079, 1.54122, -0.76172)  -0.1151
C (-3.41034, 1.04209, -0.08922)  -0.7910
H (3.62785, 0.51703, 1.81318)  0.3623
H (3.57888, -0.59154, 0.42928)  0.2350
H (2.18300, -0.48322, 1.55154)  0.2371
H (3.05257, 2.71104, 1.35433)  0.4030
H (1.45145, 2.03975, 1.77533)  0.0832
H (2.20564, 3.36794, -0.86855)  0.3086
H (1.47392, 4.27746, 0.45782)  0.4076
H (-0.87023, 4.40901, 0.28903)  0.4072
H (-0.89839, 2.85118, 1.18472)  0.1768
H (-1.89077, 3.32658, -1.66359)  0.2634
H (-2.97618, 3.43784, -0.27641)  0.4692
H (-4.32326, 1.38812, -0.58043)  0.2986
H (-3.41260, 1.35066, 0.95791)  0.4648
H (-3.36111, -0.04371, -0.13075)  0.0352
C (2.30144, -2.30783, -1.87956)  -1.4561
C (1.13097, -2.98793, -1.23503)  0.7640
C (1.02142, -4.31098, -0.86483)  -0.7204
C (-0.31039, -4.48260, -0.40864)  -0.7640
C (-0.92090, -3.24983, -0.51303)  0.1913
C (-2.31794, -2.86537, -0.13878)  -0.9012
N (-0.05404, -2.32583, -1.02879)  -0.1975
H (3.13497, -3.00316, -1.97370)  0.3226
H (2.69043, -1.45674, -1.30642)  0.1966
H (2.07546, -1.95381, -2.89502)  0.2414
H (1.79652, -5.06029, -0.93362)  0.4057
H (-0.76440, -5.39002, -0.03916)  0.4138
H (-2.92154, -3.75218, 0.05444)  0.3102
H (-2.80426, -2.31039, -0.94901)  0.1422
H (-2.34948, -2.24280, 0.76165)  0.2185
Cl (0.25224, 0.41557, 3.18273)  -0.3340
C (-0.51765, 0.18533, 1.52012)  -0.5952
H (-1.47330, 0.70594, 1.65867)  0.0127
H (-0.79170, -0.87777, 1.53484)  0.1229

Atoms 1-2, force components in eV/Å:
-0.18 -0.33 0.60
-0.03 0.03 0.03

(4)
# C4H12N2S

C4H12N2S in the gas phase at a distorted geometry (ωB97M-V with the def2-TZVPD basis set, the OMol25 dataset).

Summary:
* HOMO level: -8.37 eV
* LUMO energy: 0.84 eV
* SMILES: CN[C@H](CN)CS
* Kohn-Sham gap: 9.212 eV
* energy above the lowest of the compared OMol25 structures with the same formula, charge and spin: 32.7 kcal/mol
* net charge: 0

Last column: Mulliken charge in e.
Atoms and positions in Å:
C (-1.59529, -1.55658, 0.96200)  -0.8784
N (-0.97958, -0.19548, 0.85693)  -0.4912
C (0.27080, 0.03228, 0.15178)  0.1606
C (0.79697, 1.42595, 0.57437)  -0.7598
N (2.25278, 1.43575, 0.57203)  -0.4552
C (0.13968, 0.03979, -1.43139)  -0.7577
S (0.23409, -1.49470, -2.37217)  -0.2043
H (-2.42221, -1.60979, 0.26628)  0.2889
H (-0.83679, -2.32733, 0.86056)  0.2923
H (-1.97352, -1.59374, 1.97839)  0.3182
H (-1.67040, 0.40654, 0.42400)  0.3159
H (1.04966, -0.71247, 0.32692)  0.4322
H (0.50688, 1.70433, 1.59126)  0.4275
H (0.29288, 2.17570, -0.06629)  0.2163
H (2.67113, 1.11583, -0.28364)  0.1758
H (2.57681, 2.11923, 1.21366)  0.1972
H (-0.94660, 0.20141, -1.44050)  0.2228
H (0.64075, 0.85447, -1.93875)  0.3884
H (-1.00804, -2.02119, -2.24545)  0.1105

Atoms 1-2, force components in eV/Å:
0.79 1.55 0.43
0.00 -0.65 -0.29

(5)
# C18H23ClN2O4

C18H23ClN2O4 in the gas phase (ωB97M-V with the def2-TZVPD basis set, the OMol25 dataset).

Summary:
* HOMO level: -9.02 eV
* LUMO energy: -0.07 eV
* SMILES: CCOC(=O)CCNC(=O)N1CCC[C@@H](C(=O)c2cccc(Cl)c2)C1
* Kohn-Sham gap: 8.954 eV
* energy above the lowest of the compared OMol25 structures with the same formula, charge and spin: 0.0 kcal/mol
* net charge: 0

Last column: Mulliken charge in e.
Atoms and positions in Å:
C (5.19261, 0.04421, -0.19967)  -0.8595
C (4.73476, -1.01549, -1.19004)  -0.3075
O (3.92814, -1.98598, -0.51496)  -0.3518
C (2.62157, -1.97326, -0.73318)  0.7975
O (2.05818, -1.29795, -1.55962)  -0.6098
C (1.89407, -2.89583, 0.22078)  -0.6686
C (1.32675, -2.03367, 1.36581)  -1.0004
N (0.56566, -0.90652, 0.87589)  0.1159
C (1.22290, 0.29630, 0.71320)  0.5408
O (2.28475, 0.52145, 1.26817)  -0.7761
N (0.60469, 1.24153, -0.05709)  0.2466
C (1.01708, 2.62315, 0.10448)  -0.8905
C (0.06026, 3.34807, 1.05567)  -0.6553
C (-1.38821, 3.21160, 0.58793)  -0.9269
C (-1.73686, 1.73462, 0.39224)  1.0641
C (-3.14845, 1.53328, -0.11593)  -0.4482
O (-3.85279, 2.45442, -0.45948)  -0.6245
C (-3.61025, 0.11980, -0.23983)  0.6264
C (-4.66386, -0.13958, -1.11621)  -0.8346
C (-5.11366, -1.43109, -1.31441)  -0.4861
C (-4.52095, -2.48800, -0.64389)  -0.4793
C (-3.48310, -2.22765, 0.23816)  0.0479
Cl (-2.72920, -3.53592, 1.08463)  -0.2194
C (-3.02721, -0.93899, 0.45373)  -0.3780
C (-0.72028, 1.13992, -0.60641)  -1.6428
H (5.72943, 0.82968, -0.72367)  0.3499
H (4.32784, 0.47085, 0.30470)  0.1727
H (5.84539, -0.39699, 0.54896)  0.2813
H (5.58212, -1.56127, -1.61421)  0.3042
H (4.14190, -0.56896, -1.99453)  0.3185
H (1.07553, -3.38287, -0.31217)  0.3503
H (2.57855, -3.64060, 0.62112)  0.3774
H (2.14311, -1.62774, 1.96770)  0.5307
H (0.67739, -2.64709, 1.99699)  0.3271
H (-0.09841, -1.16029, 0.16030)  0.0615
H (2.03111, 2.62570, 0.50487)  0.4032
H (1.01630, 3.10187, -0.87927)  0.4060
H (0.33642, 4.40111, 1.11617)  0.4546
H (0.16493, 2.91228, 2.05183)  0.2953
H (-2.06574, 3.65907, 1.31702)  0.4141
H (-1.52986, 3.73769, -0.35833)  0.3383
H (-1.62360, 1.21191, 1.34713)  0.3894
H (-5.11243, 0.69217, -1.63771)  0.4512
H (-5.92761, -1.62199, -1.99676)  0.3889
H (-4.85889, -3.50071, -0.79755)  0.4374
H (-2.23813, -0.77997, 1.17090)  0.6561
H (-0.96867, 0.11401, -0.87665)  0.7594
H (-0.74329, 1.73372, -1.52678)  0.2525

Atoms 1-2, force components in eV/Å:
-0.22 -0.33 -0.10
0.20 0.54 -0.31

(6)
# CH8NS2

2 unconnected molecules or ions with the total composition CH8NS2 at a distorted geometry (ωB97M-V with the def2-TZVPD basis set, the OMol25 dataset).

Summary:
* HOMO level: -13.54 eV
* LUMO energy: -3.72 eV
* Kohn-Sham gap: 9.813 eV
* energy above the lowest of the compared OMol25 structures with the same formula, charge and spin: 9.5 kcal/mol
* net charge: +1

Last column: Mulliken charge in e.
Atoms and positions in Å:
S (-0.79347, -0.06227, -2.45465)  -0.1531
S (-2.06143, -0.96309, -0.99648)  -0.2702
H (-1.61872, -0.06084, -3.59509)  0.2343
H (-2.68059, 0.20618, -0.66162)  0.2445
C (1.49235, 0.58096, 0.82582)  -0.7489
N (0.32477, -0.33711, 1.13516)  -0.2392
H (1.12241, 1.32382, 0.14993)  0.3382
H (1.94779, 1.03324, 1.69465)  0.3338
H (2.27167, 0.01340, 0.33510)  0.3424
H (-0.03483, -0.72764, 0.25911)  0.1522
H (-0.51358, 0.13076, 1.56766)  0.4113
H (0.54363, -1.13741, 1.74041)  0.3548

Atoms 1-2, force components in eV/Å:
-1.07 -0.35 -0.51
0.21 1.03 -0.95

(7)
# C13H16BrCl3N7OSSiTl

A molecular structure, C13H16BrCl3N7OSSiTl at a distorted geometry (ωB97M-V with the def2-TZVPD basis set, the OMol25 dataset).

Summary:
* HOMO level (spin up / spin down): 1.52 / 1.52 eV
* LUMO energy (spin up / spin down): 3.74 / 3.74 eV
* Kohn-Sham gap (spin up / spin down): 2.222 / 2.222 eV
* energy above the lowest of the compared OMol25 structures with the same formula, charge and spin: 13.9 kcal/mol
* net charge: -2

Last column: Mulliken charge in e.
Atoms and positions in Å:
Tl (0.30882, 0.56176, -0.91164)  1.4695
N (1.60776, -3.68694, -0.10390)  -0.1575
C (0.84317, -3.70075, 1.03150)  -0.7970
C (0.25722, -2.47195, 1.10652)  -0.5297
N (0.65196, -1.70974, 0.03824)  0.3485
C (1.46202, -2.47721, -0.66313)  0.1169
C (2.09146, -1.98568, -1.87084)  0.1922
N (1.85742, -0.76132, -2.27999)  0.2448
C (2.59047, -0.58668, -3.41759)  -0.5459
C (3.27295, -1.73849, -3.68692)  -0.6694
N (2.94214, -2.62424, -2.68826)  -0.1504
H (2.19791, -4.45712, -0.46848)  0.2104
H (0.77849, -4.55996, 1.67441)  0.3998
H (-0.41781, -2.09098, 1.85488)  0.2824
H (2.57156, 0.35376, -3.94480)  0.3721
H (3.94875, -2.00185, -4.48063)  0.3939
H (3.27154, -3.58895, -2.56385)  0.1952
C (-3.39083, 0.06283, 4.31126)  -1.3253
C (-2.11069, 0.35876, 3.57574)  1.1750
C (-0.96052, 0.79415, 4.23412)  -0.3085
C (0.19807, 1.05259, 3.51804)  -1.2178
C (0.13777, 0.86049, 2.15101)  0.1673
Br (2.59530, 1.22386, 0.77879)  -0.5866
N (-0.91735, 0.45670, 1.50906)  0.1110
C (-2.03395, 0.20361, 2.19800)  -1.0733
H (-3.27033, 0.23338, 5.38208)  0.3759
H (-3.69957, -0.97450, 4.16901)  0.2727
H (-4.20540, 0.69868, 3.95945)  0.2852
H (-0.98095, 0.92544, 5.31266)  0.1198
H (1.11458, 1.38035, 3.98998)  0.2544
H (-2.88751, -0.13849, 1.61837)  0.2600
O (-0.52414, 2.43263, -0.78430)  -0.4178
N (0.92672, 4.23388, -0.98809)  -0.4228
C (0.03554, 3.31799, -1.68122)  0.3622
N (-1.05706, 4.13771, -2.25720)  -0.9385
S (0.89435, 2.37045, -3.00657)  -0.6442
H (0.72935, 5.20975, -1.10645)  0.1750
H (1.89160, 3.96082, -0.93928)  0.1908
H (-1.66809, 4.35459, -1.46925)  0.2578
H (-1.59587, 3.51076, -2.85085)  0.2966
Cl (-3.25452, 0.88125, -2.85971)  -0.3392
Si (-1.79574, -0.51736, -2.25078)  0.3662
Cl (-1.42548, -1.60693, -4.01643)  -0.3783
Cl (-2.98112, -1.89705, -1.12297)  -0.3933

Atoms 1-2, force components in eV/Å:
0.37 0.58 0.63
1.15 -1.49 -0.69

(8)
# C2H3BrOS

A molecular structure, C2H3BrOS at a distorted geometry (ωB97M-V with the def2-TZVPD basis set, the OMol25 dataset).

Summary:
* HOMO level: -9.11 eV
* LUMO energy: -0.62 eV
* Kohn-Sham gap: 8.489 eV
* energy above the lowest of the compared OMol25 structures with the same formula, charge and spin: 42.4 kcal/mol
* net charge: 0

Last column: Mulliken charge in e.
Atoms and positions in Å:
C (-0.53747, -0.67308, -0.65346)  0.0809
C (-0.01069, 0.69211, 0.58211)  -0.3793
O (1.36643, 0.50172, 0.79363)  -0.4059
S (0.48849, -1.18086, -1.80105)  -0.2195
Br (-2.12516, -1.58426, -0.26061)  -0.0526
H (-0.56990, 0.32412, 1.44398)  0.3631
H (-0.29820, 1.50108, -0.03395)  0.3296
H (1.68650, 0.41916, -0.07065)  0.2838

Atoms 1-2, force components in eV/Å:
2.07 1.18 1.17
0.26 -4.74 -1.40

Number 1: DFT total energy -792.591707 hartree. Number 2: DFT total energy -12443.397623 hartree. Number 3: DFT total energy -1275.835309 hartree. Number 4: DFT total energy -667.242803 hartree. Number 5: DFT total energy -1570.431822 hartree. Number 6: DFT total energy -893.759339 hartree. Number 7: DFT total energy -5778.351361 hartree. Number 8: DFT total energy -3125.368673 hartree.